# 1
Molecular formula: C21H42AlBBe2Br3F6N4O10P2
Method: DFT, ωB97M-V/def2-TZVPD

## Properties
Total charge: +1
Multiplicity: 1
E in a.u.: -11096.8748
Orbital gap in eV: 0.7
E_LUMO in hartree: -0.278

Atoms and positions in Å:
C -3.294 -1.424 -0.294
C -2.330 -2.164 0.786
O -0.930 -1.897 0.491
C -0.640 -0.607 1.122
C 0.936 -0.294 0.928
O 1.524 -0.079 2.242
C 1.104 1.198 2.805
C 2.147 1.560 3.975
C 1.420 1.894 5.373
P 0.391 0.770 6.500
N 1.448 0.055 7.520
N 1.609 3.174 5.737
O 0.990 3.511 6.877
C 1.528 4.735 7.472
C 0.492 5.134 8.674
C 2.466 3.953 4.799
P 1.426 5.323 3.841
N 0.536 4.710 2.585
C 3.132 2.819 3.826
Br 4.847 2.039 4.571
B 3.637 3.303 2.354
C 3.832 2.229 1.116
O 3.987 4.691 2.037
H -4.365 -1.480 0.128
H -3.175 -1.931 -1.322
H -3.039 -0.309 -0.436
H -2.523 -3.301 0.687
H -2.646 -1.840 1.854
H -0.818 -0.722 2.253
H -1.235 0.252 0.645
H 1.481 -1.210 0.478
H 1.116 0.582 0.190
H 0.016 1.050 3.228
H 1.012 1.986 1.971
H 2.724 0.581 4.151
H -0.203 -0.293 5.739
H -0.576 1.455 7.295
H 2.413 0.406 7.337
H 2.550 4.523 7.982
H 1.552 5.642 6.774
H -0.340 5.752 8.144
H -0.027 4.224 9.137
H 0.971 5.844 9.441
H 3.395 4.325 5.388
H 2.376 6.315 3.439
H 0.484 5.963 4.728
H 0.918 5.186 1.753
H 4.709 2.616 0.474
H 2.897 2.264 0.450
H 3.987 1.173 1.528
H 3.781 4.766 1.066
Br -1.339 4.107 5.081
Be -0.488 3.089 3.085
F -1.896 -2.531 -3.121
Al -2.166 -4.272 -3.295
F -0.607 -5.091 -3.612
F -3.273 -4.567 -4.649
F -2.879 -4.913 -1.802
Br -2.368 0.713 5.876
Be -1.058 -6.840 -4.761
C 1.872 -1.184 -4.993
C 3.068 -0.871 -4.490
C 4.130 -1.903 -4.312
O 5.217 -1.578 -3.868
C 3.812 -3.287 -4.681
C 2.614 -3.599 -5.180
C 1.564 -2.563 -5.383
O 0.487 -2.884 -5.858
O 2.304 -4.883 -5.526
O 3.368 0.407 -4.120
H 1.094 -0.445 -5.129
H 4.584 -4.029 -4.530
H 1.386 -4.845 -5.862
H 4.289 0.373 -3.792
F 0.116 4.217 11.034
C -5.177 -3.533 -7.884
O -6.108 -3.845 -8.603
N -4.132 -2.733 -8.247
C -3.060 -2.408 -7.330
C -4.095 -2.192 -9.592
H -5.106 -3.890 -6.843
H -3.022 -1.323 -7.198
H -2.114 -2.759 -7.751
H -3.218 -2.882 -6.359
H -4.992 -1.589 -9.760
H -4.089 -3.017 -10.309
H -3.207 -1.576 -9.733
F -1.317 -6.861 -7.204
O -5.261 -3.086 -2.228
H -5.430 -4.058 -2.245
H -5.813 -2.635 -1.547
H -5.385 -2.682 -3.119

***

# 2
Molecular formula: C21H42As2NiOP2S
Method: DFT, ωB97M-V/def2-TZVPD

## Properties
Relative energy (zero: lowest compared OMol25 entry of this formula, charge and spin) in kcal/mol: 8.94
Multiplicity: 1
E in a.u.: -7961.2398
Orbital gap in eV: 6.3
E_LUMO in hartree: 0.016

Atoms and positions in Å:
Ni 0.107 0.508 -0.417
C -3.782 0.670 2.371
As -2.045 1.017 1.484
C -2.126 2.965 1.724
C -0.961 0.484 3.037
C -0.921 1.240 4.205
C -0.176 0.832 5.300
C 0.529 -0.360 5.240
C 0.479 -1.131 4.088
C -0.251 -0.719 2.977
As -0.333 -1.813 1.339
C -1.491 -3.208 2.140
C 1.340 -2.822 1.510
H -3.830 1.157 3.345
H -3.911 -0.404 2.504
H -4.586 1.043 1.737
H -2.223 3.265 2.765
H -3.011 3.313 1.188
H -1.245 3.435 1.293
H -1.480 2.165 4.275
H -0.149 1.440 6.195
H 1.115 -0.693 6.088
H 1.030 -2.062 4.065
H -1.120 -3.515 3.118
H -1.530 -4.075 1.479
H -2.501 -2.814 2.251
H 1.470 -3.259 2.498
H 2.179 -2.171 1.273
H 1.304 -3.639 0.787
C -0.961 0.506 -3.691
P -0.942 1.356 -2.067
C -2.683 1.934 -2.002
C -0.044 2.923 -2.457
C 0.568 3.461 -1.174
P 1.538 2.137 -0.131
C 1.694 3.203 1.355
C 3.092 2.345 -1.107
H -1.330 1.157 -4.487
H -1.596 -0.379 -3.628
H 0.049 0.172 -3.923
H -2.986 2.432 -2.926
H -2.807 2.630 -1.171
H -3.337 1.079 -1.821
H -0.730 3.640 -2.917
H 0.725 2.700 -3.203
H -0.212 3.889 -0.536
H 1.271 4.277 -1.379
H 1.552 4.263 1.147
H 2.684 3.045 1.784
H 0.957 2.879 2.092
H 3.325 3.396 -1.282
H 2.983 1.857 -2.078
H 3.912 1.868 -0.573
C 1.737 0.519 0.600
H 2.451 -0.153 0.122
H 1.732 0.485 1.688
O 0.771 -1.334 -1.931
S 1.707 -2.497 -2.017
C 0.625 -3.976 -2.086
C 0.704 -4.580 -3.486
C 0.985 -3.417 -4.433
C 2.132 -2.663 -3.778
H -0.356 -3.541 -1.883
H 0.879 -4.664 -1.281
H -0.212 -5.118 -3.732
H 1.525 -5.300 -3.540
H 0.112 -2.765 -4.504
H 1.240 -3.750 -5.439
H 2.292 -1.647 -4.136
H 3.072 -3.215 -3.845

***

# 3
Molecular formula: C21H42AsClKN5O5P
Method: DFT, ωB97M-V/def2-TZVPD

## Properties
Relative energy (zero: lowest compared OMol25 entry of this formula, charge and spin) in kcal/mol: 0.00
Total charge: -1
Multiplicity: 1
E in a.u.: -5112.7583
Orbital gap in eV: 6.8
E_LUMO in hartree: 0.090

Atoms and positions in Å:
K -0.137 -0.192 0.320
C -3.642 0.970 -2.171
C -4.064 0.683 -0.758
N -4.995 1.337 -0.163
O -5.564 2.320 -1.022
C -3.385 -0.373 -0.003
C -3.629 -0.576 1.455
N -2.611 -1.161 -0.696
O -1.992 -2.110 -0.038
H -3.621 2.047 -2.337
H -4.363 0.545 -2.874
H -2.662 0.533 -2.352
H -6.199 2.737 -0.434
H -4.101 0.299 1.895
H -2.689 -0.800 1.967
H -4.271 -1.446 1.624
O 0.075 0.490 -2.183
P 0.742 -0.082 -3.377
N 0.629 0.929 -4.717
C -0.651 1.655 -4.808
C -0.420 3.008 -4.105
C 1.115 3.158 -4.034
C 1.643 1.976 -4.858
N 0.167 -1.529 -3.925
C -0.114 -2.548 -2.890
C -1.525 -3.092 -3.188
C -2.077 -2.151 -4.266
C -0.816 -1.699 -4.997
N 2.331 -0.351 -3.064
C 3.197 -1.320 -3.715
C 3.961 -1.921 -2.537
C 4.170 -0.725 -1.596
C 3.054 0.282 -1.956
H -1.458 1.084 -4.350
H -0.891 1.799 -5.866
H -0.849 2.985 -3.106
H -0.890 3.821 -4.660
H 1.451 3.063 -3.001
H 1.467 4.117 -4.418
H 2.620 1.619 -4.537
H 1.710 2.245 -5.918
H -0.076 -2.108 -1.891
H 0.643 -3.335 -2.940
H -2.123 -3.086 -2.282
H -1.465 -4.115 -3.569
H -2.557 -1.290 -3.789
H -2.800 -2.633 -4.926
H -0.924 -0.788 -5.584
H -0.469 -2.490 -5.673
H 3.888 -0.826 -4.414
H 2.605 -2.043 -4.272
H 4.896 -2.398 -2.834
H 3.327 -2.667 -2.055
H 5.150 -0.275 -1.758
H 4.107 -1.018 -0.548
H 3.490 1.238 -2.273
H 2.385 0.492 -1.123
Cl 4.292 -0.093 3.904
C 3.539 1.096 2.794
C 2.292 0.601 2.037
O 1.902 1.426 1.171
O 1.786 -0.499 2.326
H 4.296 1.392 2.075
H 3.266 1.962 3.390
C 1.702 -4.799 -0.424
As 1.794 -3.027 0.435
C 3.425 -3.330 1.476
C 0.498 -3.388 1.853
H 1.863 -5.593 0.307
H 2.454 -4.882 -1.212
H 0.717 -4.922 -0.871
H 3.368 -4.279 2.012
H 3.521 -2.508 2.185
H 4.294 -3.342 0.816
H 0.671 -4.376 2.282
H -0.510 -3.321 1.441
H 0.629 -2.621 2.616

***

# 4
Molecular formula: C21H42BNO3OsP2
Method: DFT, ωB97M-V/def2-TZVPD

## Properties
Relative energy (zero: lowest compared OMol25 entry of this formula, charge and spin) in kcal/mol: 19.28
Multiplicity: 5
E in a.u.: -1903.9889
Orbital gap (alpha / beta) in eV: 4.4 / 6.9
E_LUMO (alpha / beta) in hartree: 0.022 / -0.019

Atoms and positions in Å:
Os 0.067 0.807 -0.455
P -2.208 1.617 0.159
P 2.367 0.536 -1.068
N -0.486 0.495 -2.085
H -0.670 0.585 0.930
C -2.567 3.343 -0.254
H -3.546 3.649 0.144
H -2.582 3.417 -1.348
H -1.788 4.007 0.139
C -2.757 1.391 1.908
H -3.825 1.639 2.033
H -2.168 2.034 2.577
H -2.592 0.351 2.228
C -3.421 0.623 -0.769
H -4.422 0.722 -0.331
H -3.117 -0.429 -0.753
H -3.430 0.984 -1.801
C 3.221 1.919 -1.905
H 4.182 1.588 -2.336
H 3.389 2.721 -1.175
H 2.583 2.295 -2.714
C 3.574 -0.019 0.189
H 4.574 -0.118 -0.261
H 3.261 -0.995 0.582
H 3.622 0.710 1.008
C 2.418 -0.812 -2.310
H 3.454 -1.029 -2.604
H 1.843 -0.508 -3.193
H 1.962 -1.706 -1.865
C -0.935 0.086 -3.275
C -1.655 0.622 -5.531
C -1.181 1.053 -4.313
C -1.181 -1.317 -3.535
C -1.654 -1.684 -4.774
C -1.892 -0.728 -5.766
H -1.840 1.372 -6.292
H -0.974 2.097 -4.047
H -0.984 -2.012 -2.713
H -1.843 -2.745 -4.959
H -2.265 -1.045 -6.727
C 1.629 3.492 1.632
O 1.582 3.125 0.413
C 0.596 4.527 2.089
H 0.484 4.514 3.172
H -0.374 4.243 1.677
H 0.891 5.537 1.738
C 2.250 2.500 2.623
H 3.359 2.452 2.520
H 1.843 1.497 2.417
H 1.962 2.771 3.639
C 2.001 -2.694 2.299
C 0.675 -2.895 1.570
C 0.566 -4.325 1.084
O 0.662 -2.062 0.392
B 0.100 -0.844 0.794
O -0.538 -0.966 2.092
C -0.556 -2.345 2.412
C -1.889 -2.923 1.951
C -0.450 -2.446 3.928
H 2.833 -2.932 1.626
H 2.081 -3.371 3.159
H 2.128 -1.664 2.659
H 1.442 -4.580 0.475
H 0.541 -5.025 1.926
H -0.330 -4.484 0.473
H -2.009 -3.963 2.275
H -2.713 -2.350 2.392
H -1.994 -2.890 0.859
H 0.459 -1.968 4.314
H -1.313 -1.953 4.397
H -0.456 -3.492 4.266

***

# 5
Molecular formula: C21H42Br10N4O2P
Method: DFT, ωB97M-V/def2-TZVPD

## Properties
Total charge: +1
Multiplicity: 1
E in a.u.: -27276.0232
Orbital gap in eV: 8.7
E_LUMO in hartree: -0.103

Atoms and positions in Å:
C 2.407 1.578 0.071
C 1.325 1.378 1.239
C 0.009 2.205 0.991
C -0.441 1.934 -0.522
O -1.888 1.986 -0.513
N -2.465 2.193 -1.776
C -3.869 1.562 -1.736
C -4.093 0.580 -0.537
N -4.511 1.283 0.717
C -1.759 1.559 -2.918
C -1.177 2.323 -4.025
C -0.550 1.569 -5.115
C -0.552 0.123 -4.991
N -1.082 -0.619 -3.985
C -1.659 0.103 -3.002
P -2.769 3.991 -1.953
N -1.279 4.871 -2.004
O -3.471 4.440 -0.489
H 2.205 2.486 -0.553
H 2.258 0.699 -0.623
H 3.447 1.519 0.466
H 1.065 0.285 1.283
H 1.838 1.730 2.178
H -0.808 1.951 1.717
H 0.302 3.291 1.078
H 0.061 2.717 -1.133
H -0.078 0.891 -0.750
H -4.614 2.400 -1.599
H -4.140 1.107 -2.724
H -4.987 -0.053 -0.827
H -3.266 -0.150 -0.361
H -4.628 0.517 1.394
H -5.475 1.610 0.569
H -1.219 3.427 -4.092
H -0.121 2.097 -5.991
H -0.060 -0.446 -5.822
H -2.108 -0.476 -2.153
H -1.251 5.670 -1.364
H -1.214 5.290 -2.940
H -2.736 4.825 0.036
Br 1.951 -0.257 4.269
C 1.121 -1.995 4.550
C 1.055 -2.761 3.258
Br -0.387 -2.086 2.130
H 0.145 -1.819 4.996
H 1.758 -2.503 5.273
H 0.811 -3.808 3.437
H 1.972 -2.702 2.676
Br 5.642 5.994 3.517
C 4.662 5.217 2.027
C 3.231 4.929 2.402
Br 3.094 3.325 3.499
H 5.210 4.330 1.715
H 4.708 5.965 1.235
H 2.636 4.717 1.513
H 2.763 5.736 2.962
Br 1.391 -2.172 -1.646
C 0.463 -3.533 -2.683
C 1.412 -4.603 -3.157
Br 2.471 -3.988 -4.671
H -0.046 -3.020 -3.495
H -0.279 -3.951 -2.002
H 0.860 -5.467 -3.528
H 2.112 -4.927 -2.390
Br -2.655 -4.925 -7.483
C -2.128 -5.568 -5.723
C -3.001 -4.983 -4.642
Br -2.507 -3.135 -4.261
H -1.074 -5.328 -5.600
H -2.248 -6.650 -5.768
H -2.857 -5.516 -3.702
H -4.059 -4.985 -4.895
Br 1.304 -4.274 8.683
C 3.119 -3.690 8.283
C 3.457 -2.411 9.005
Br 2.632 -0.871 8.143
H 3.193 -3.602 7.202
H 3.760 -4.503 8.623
H 4.529 -2.220 8.963
H 3.132 -2.405 10.043

***

# 6
Molecular formula: C21H42MgNO
Method: DFT, ωB97M-V/def2-TZVPD

## Properties
Total charge: +2
Multiplicity: 2
E in a.u.: -1154.6006
Orbital gap (alpha / beta) in eV: 5.0 / 6.5
E_LUMO (alpha / beta) in hartree: -0.331 / -0.331

Atoms and positions in Å:
C 1.866 -3.663 -0.275
C 0.830 -4.729 0.353
C 0.887 -4.781 1.945
C 0.386 -3.453 2.680
C -0.716 -2.618 1.880
C -1.797 -1.973 2.885
C -2.279 -0.505 2.431
C -3.125 -0.510 1.076
C -2.230 -0.228 -0.250
C -1.709 1.273 -0.268
C -0.680 1.639 -1.433
C -1.369 1.720 -2.901
C -1.845 0.320 -3.481
C -0.190 3.156 -1.146
C 0.977 3.316 -0.073
C 0.391 3.838 1.343
C 1.902 4.560 -0.583
N 1.810 2.120 0.165
O 1.533 1.514 1.216
C 1.967 1.227 -1.007
C 2.794 -0.066 -0.474
C 2.828 1.815 -2.213
C 0.575 0.656 -1.569
H 2.005 -2.860 0.518
H 1.535 -3.266 -1.280
H 2.882 -4.183 -0.362
H 1.201 -5.750 -0.010
H -0.217 -4.619 -0.075
H 1.984 -4.938 2.224
H 0.262 -5.682 2.264
H 1.282 -2.798 2.930
H -0.103 -3.772 3.665
H -1.308 -3.267 1.156
H -0.190 -1.756 1.365
H -2.689 -2.679 2.908
H -1.339 -1.966 3.928
H -2.997 -0.153 3.280
H -1.386 0.187 2.430
H -4.026 0.181 1.072
H -3.497 -1.588 0.938
H -1.426 -1.021 -0.244
H -2.934 -0.468 -1.118
H -1.179 1.455 0.721
H -2.586 2.005 -0.312
H -0.556 2.139 -3.593
H -2.183 2.516 -2.876
H -1.870 0.414 -4.620
H -1.212 -0.570 -3.198
H -2.932 0.159 -3.173
H -1.105 3.690 -0.710
H 0.004 3.669 -2.143
H -0.188 4.788 1.083
H 1.232 4.043 2.069
H -0.358 3.126 1.798
H 2.865 4.635 0.010
H 2.133 4.427 -1.693
H 1.247 5.480 -0.503
H 3.058 -0.699 -1.388
H 3.727 0.299 0.056
H 2.154 -0.736 0.181
H 3.110 0.931 -2.874
H 2.273 2.583 -2.830
H 3.822 2.214 -1.810
H 0.425 -0.364 -1.078
H 0.757 0.423 -2.674
Mg -4.483 -0.857 3.663